C3H6N2O | ωB97M-V with the def2-TZVPD basis set

Geometry as XYZ:
```
12
Properties=species:S:1:pos:R:3:forces:R:3
C -0.878770 -0.011611 0.202450 -1.088 0.414 -0.490
C -0.527086 0.507305 -2.263473 2.249 -0.326 0.240
C 0.535182 -1.544912 2.126311 -1.775 -1.444 0.486
N -0.738213 0.205320 -0.930359 -2.351 0.498 1.390
N 0.785856 -0.900718 0.818726 2.612 -3.614 -1.691
O 1.090772 -1.727230 -0.109520 -0.888 2.380 3.154
H -1.263220 0.198941 -2.959120 -1.032 -0.699 -0.262
H 0.387030 -0.148429 -2.346667 -0.217 1.388 -1.415
H -0.468225 1.600678 -2.346085 0.804 -0.392 -0.257
H 0.483269 -2.697847 2.187716 -0.054 1.856 -0.706
H 1.250131 -1.244965 2.848028 1.440 0.488 0.237
H -0.371610 -1.077664 2.572215 0.299 -0.550 -0.687
```
Forces are in eV/Å.

HOMO (spin up / spin down) in Ha: -0.3177 / -0.3175
Energy relative to the best compared isomer or geometry (same formula, charge and spin) in kcal per mole: 143.00
Charge: 0
E_tot in hartree: -302.465214
Kohn-Sham gap (spin up / spin down) in eV: 8.343 / 8.342

Mulliken atomic charge list, values in e, 6 entries: C -0.2098; C -0.6397; C -0.7217; N 0.0887; N 0.1683; O -0.4012